77
Properties=species:S:1:pos:R:3:forces:R:3 method="wB97M-V/def2-TZVPD" relative_energy_kcal_mol=40.7 e_homo_ev=-9.161 orbital_gap_ev=3.5 lumo_ev=-5.700 charge=+1 largest_force_ha_per_bohr=0.0686 multiplicity=1
Zr 0.002760 0.637030 0.088336 -0.5649 0.6874 1.5213
O 0.229844 0.218394 -4.931311 -0.1332 -0.4734 1.9324
C 1.112113 -0.363084 -4.144463 0.1526 -1.8711 -2.9839
C 2.079119 -2.104471 0.031041 0.0506 -0.3537 -0.2290
C -1.633836 2.701626 3.931074 0.2333 0.2188 0.4695
C -0.759841 4.044686 1.286289 0.4450 0.4499 0.0509
C 3.358946 0.750655 0.493988 0.2658 0.2433 -0.3404
C -1.358602 2.691225 1.383007 -0.8481 -0.8454 -0.8902
C 0.841904 -4.416656 -2.937053 0.2496 0.5012 -0.1200
C 1.534039 -1.072494 0.955320 0.2463 0.8895 0.6918
C -0.271171 -2.449434 -3.803532 0.0396 0.1079 -0.0497
C -2.463933 0.886010 2.270366 0.5434 1.1284 -0.1240
C 2.078835 1.954537 3.102440 -0.0552 0.7166 0.2398
C 2.083854 -3.768722 -3.011072 0.3537 0.2120 -0.2293
C 0.731102 -0.231669 2.956884 0.3050 0.2032 -1.2178
C 0.374573 0.226674 -6.368228 0.3607 0.3579 -0.6700
C 0.977951 -1.759170 -3.825842 -0.1861 0.8843 0.5739
C -3.510813 -0.190556 0.186577 -0.3241 -0.4102 -0.1875
C -0.733170 -1.047201 -1.032613 -0.2310 -0.9902 -0.7635
C 2.157370 -2.448992 -3.452576 -0.0102 -0.2515 0.4517
C -2.602367 0.783465 0.859919 0.8305 0.7762 -0.2241
C 1.014407 1.405893 -1.878406 0.2260 0.2734 0.5741
C -1.948501 1.944396 0.283849 -0.4520 -0.2105 1.4261
C 0.260556 -0.251224 4.362960 -0.5819 0.1790 0.3980
C 2.109990 0.247009 1.144776 -0.3777 -0.9809 0.9167
C -0.321007 -3.767574 -3.373755 -0.2122 0.1214 -0.1789
C -0.039939 -2.604735 2.351062 -0.4033 -0.3311 -0.0290
C -3.076873 -0.039640 3.243805 -0.1924 -0.4018 0.3308
C -1.774196 2.081384 2.588787 -0.1823 -0.9114 -0.6462
C 1.555510 0.769243 2.375452 0.3040 -1.1186 -0.4831
C -2.082717 2.456911 -1.108768 0.0852 0.1650 -0.5675
C 0.633648 -1.318501 2.047659 1.0123 0.8123 -0.2537
H 0.929993 1.127201 -6.657038 -0.1493 -0.2540 -0.0037
H -1.177287 -1.895829 -4.061934 0.2923 -0.2884 0.0549
H -1.271683 -4.304886 -3.352498 0.2884 0.2897 0.0512
H 3.106203 -1.911477 -3.521030 -0.1873 -0.2982 0.1904
H -0.968048 -2.432470 2.914565 0.2448 -0.1997 -0.1783
H -1.214917 2.203872 -1.745550 -0.4271 0.1245 -0.0879
H 2.770863 2.546579 2.490867 -0.1908 -0.1316 0.1298
H 1.274558 2.629705 3.425313 0.2314 -0.1375 -0.0557
H -3.771128 0.131695 -0.829147 0.0709 -0.0714 0.1658
H -0.584458 2.771259 4.250108 -0.2619 0.0611 0.0415
H 3.167174 1.357249 -0.397146 0.2250 0.0012 0.1101
H 2.997637 -4.296027 -2.711849 -0.4450 0.2703 -0.1313
H -3.093849 0.398576 4.250488 -0.0338 -0.2539 -0.2650
H -2.987191 2.069223 -1.601729 0.3146 0.1168 0.1583
H -1.539745 -0.777788 -1.731179 0.0455 0.0765 0.1257
H 2.110806 0.096860 -4.092844 -0.4353 0.0770 0.4177
H 0.900024 -0.673329 -6.712240 -0.1886 0.1734 0.2124
H 0.609747 -3.251602 2.965023 -0.1938 0.1807 -0.1987
H -0.066017 0.741918 4.699976 0.0850 -0.3469 -0.0378
H -0.290420 -3.150690 1.433144 0.0203 0.0381 0.2078
H 0.544307 1.670519 -2.840808 -0.0379 -0.0326 0.4721
H 0.225800 4.070601 1.774525 -0.1847 0.1860 -0.1049
H 3.929121 1.370887 1.195860 -0.0376 -0.1994 -0.2087
H 1.062153 -0.588582 5.045445 -0.1950 0.1355 -0.3195
H -4.108762 -0.262924 2.945744 0.1373 -0.0909 0.1905
H -0.578136 -0.948853 4.484716 0.1914 0.2326 0.0826
H 2.822477 -2.740654 0.539450 -0.1439 0.1783 -0.0871
H -0.640675 0.249985 -6.772603 0.2816 0.0295 0.1647
H -0.998895 -2.001052 -0.561372 -0.0168 0.1804 0.0495
H 1.954458 0.878164 -2.093610 0.0212 0.1972 0.1894
H 1.289699 -2.764933 -0.340959 0.1248 0.0359 -0.0159
H -2.179573 2.135402 4.693185 0.1748 0.1310 -0.1034
H 0.163116 -1.228967 -1.652685 -0.3050 -0.0638 0.3891
H -2.523700 -0.990227 3.291588 -0.2719 0.1612 0.0631
H 2.622662 1.649971 4.012735 -0.1694 0.0164 -0.2897
H 1.312102 2.378139 -1.401577 0.0455 -0.2914 -0.4483
H -2.034107 3.728929 3.945304 0.1039 -0.2833 -0.0825
H -1.394715 4.790602 1.793409 0.2008 -0.1744 -0.1787
H -4.457380 -0.301367 0.743732 0.3258 0.1248 -0.1822
H -3.070937 -1.197005 0.109710 -0.2076 0.2472 0.0207
H 2.578535 -1.650688 -0.835417 -0.1345 -0.0836 0.1621
H -2.136500 3.553697 -1.084348 -0.0667 -0.2624 -0.1630
H 0.787320 -5.419637 -2.512050 -0.0175 0.2332 -0.2383
H 3.994275 -0.088920 0.183979 -0.0642 0.1933 0.1095
H -0.624459 4.361861 0.244778 -0.0085 -0.0055 0.2325

---

86
Properties=species:S:1:pos:R:3:forces:R:3 method="wB97M-V/def2-TZVPD" relative_energy_kcal_mol=47.7 e_homo_ev="-13.753 / -13.753" orbital_gap_ev="2.8 / 2.8" lumo_ev="-10.949 / -10.951" charge=+3 largest_force_ha_per_bohr=0.0640 multiplicity=1
Os -0.748049 -1.092100 -0.007188 -0.4623 2.1868 0.2169
Br -7.905149 -1.667998 -2.103625 -0.0451 0.0038 0.0102
As 4.802270 2.644300 -1.754720 2.1195 0.3700 -2.4920
As 1.027212 -1.342961 -1.690273 0.6908 -0.2847 -0.3863
As 0.833094 0.436744 1.191057 1.0371 1.1671 -0.2674
P -2.086792 2.002205 -1.103546 -0.3472 0.3500 -0.1268
O -1.921898 -1.337217 -1.465336 -0.7910 -1.4924 -0.2448
O -1.008543 0.975678 -0.707192 0.4081 -0.9521 0.0989
N -0.137903 -2.266714 1.513881 -0.3324 -0.5243 -0.0144
N -2.422593 -1.109398 1.279227 0.1541 0.3703 0.2899
C 2.824253 -1.178501 -1.000873 0.0252 0.0542 0.5414
C 4.006186 0.862681 -1.801224 -0.5849 -0.0659 1.0922
C 0.908556 -3.094355 1.534448 0.2904 -0.3524 0.1973
C 1.735999 -0.058529 2.818983 -0.2714 -0.4381 0.2460
C 0.886268 -0.280957 -3.290482 -0.3676 0.2390 0.0816
C 2.214283 1.116273 -0.032288 -0.0069 -0.2890 -0.1766
C -2.227855 -1.484443 5.023326 -0.1084 0.0403 -0.1178
C -0.415402 -2.628018 3.909941 0.1167 -0.0698 0.1898
C 0.157666 2.152324 1.743047 -0.4476 -0.1843 0.3823
C -0.844417 -2.079335 2.696977 -0.0864 0.0535 -0.0893
C -4.134949 -1.291419 -0.405715 -0.1394 0.2075 0.4857
C 3.371318 3.910125 -2.024123 -0.6364 -0.1631 1.0048
C -3.823367 -1.740967 -2.749455 -0.1197 0.0219 -0.2457
C -3.206725 2.361317 0.243422 -0.0053 -0.1498 0.1752
C 1.151808 -3.117896 -2.439707 -0.4380 -0.1583 0.1149
C 3.341225 0.209538 -0.561015 0.0241 -0.2828 -0.5026
C -1.128700 -2.297070 5.090782 0.0482 -0.0281 -0.0677
C -2.711786 -1.019319 3.777843 0.0196 0.0052 0.2614
C -3.281054 -1.457246 -1.503158 0.4752 0.2808 -0.1132
C -6.058381 -1.597250 -1.845187 0.0392 0.0223 0.0796
C -3.665835 -1.166622 0.946621 -0.1522 -0.1810 -0.2331
C 5.597394 3.164755 -0.078661 -0.9516 -0.1532 0.7015
C -5.192222 -1.812446 -2.923039 0.1625 -0.0886 -0.0147
C 1.336316 -3.750635 2.690566 -0.0209 0.0119 -0.3985
C -2.033643 -1.332636 2.631811 0.2037 -0.2696 -0.3930
C 4.399019 -0.034414 0.520726 -0.0578 0.0652 0.0446
C 0.694020 -3.504577 3.878164 -0.1878 0.0843 0.1597
C -5.530082 -1.354440 -0.596032 0.0456 -0.0100 -0.0608
C -3.091882 1.522374 -2.495909 -0.0399 -0.1408 -0.1257
C -1.289746 3.524870 -1.591820 0.3016 -0.0969 0.0681
H -0.222976 2.691981 0.890225 0.0910 0.1244 -0.0546
H 5.236395 -0.606406 0.118084 -0.0198 0.0123 -0.0082
H 3.791947 4.886469 -2.253967 0.0798 -0.0767 -0.0050
H 2.824005 -1.821502 -0.114147 -0.0615 -0.1563 -0.0264
H -2.651071 2.445968 1.176113 -0.0120 0.0733 0.0269
H -0.587363 3.865802 -0.831570 0.0037 0.0524 -0.0438
H -3.483016 2.416308 -2.985490 0.0312 0.0149 0.0349
H 6.026198 4.153943 -0.228752 -0.0296 -0.0372 -0.0777
H 1.422129 -3.241941 0.595921 0.0174 0.0053 -0.0067
H 2.663554 1.970266 0.481541 -0.1180 0.0313 0.0105
H -3.931531 0.906831 -2.179437 -0.0049 0.0265 -0.0317
H 1.015177 -3.992789 4.791018 0.0331 0.0360 0.0072
H 0.181423 -3.399878 -2.846423 0.0262 -0.0559 -0.0426
H 1.009682 -0.020242 3.631606 0.0497 0.0481 0.0339
H 1.598173 1.501855 -0.851564 0.1261 0.0928 -0.0483
H -5.601096 -2.041704 -3.898355 0.0063 0.0137 -0.0032
H 1.667603 -0.568555 -3.991234 0.0452 0.0060 0.0561
H 0.969134 2.704991 2.214601 0.0291 -0.0461 -0.0194
H -0.750452 3.359943 -2.526164 0.0266 0.0330 0.0128
H 2.164399 -1.056867 2.780543 0.0948 0.0589 -0.0254
H 3.984577 -0.603267 1.354618 0.0045 -0.0586 0.0333
H 4.816385 0.211255 -2.134537 -0.0104 0.0358 0.0441
H 3.501648 -1.660067 -1.708477 0.0229 0.1455 -0.0533
H 4.814200 3.223676 0.681451 0.3347 0.1402 0.3769
H 4.792475 0.896101 0.927022 0.0130 0.0347 -0.0801
H 2.740798 3.591005 -2.851903 0.0008 -0.0136 -0.0224
H -3.743585 3.294345 0.066934 0.0049 -0.0237 -0.0648
H -2.764931 -1.223509 5.924836 0.0107 0.0185 -0.0015
H 2.170582 -4.435284 2.629609 0.0020 0.0136 -0.0098
H -3.932934 1.552233 0.332818 -0.0184 0.0424 0.0131
H -4.414655 -1.235152 1.734607 -0.0101 -0.0083 -0.0194
H -6.187837 -1.219788 0.254105 -0.0011 -0.0304 -0.0107
H -0.642860 2.011459 2.470114 0.0161 0.0701 0.0375
H -3.152184 -1.897295 -3.584108 -0.0269 0.0056 -0.0131
H 1.426860 -3.840715 -1.672540 0.0391 -0.0183 -0.0313
H -2.037093 4.303200 -1.751516 -0.0487 -0.0562 -0.0015
H 2.794701 3.977525 -1.096607 -0.3376 0.3272 -0.1895
H -2.485236 0.963321 -3.209184 -0.0216 0.0471 -0.0489
H 1.894663 -3.133666 -3.235075 0.0369 0.0738 0.0344
H 0.944142 0.782668 -3.066470 0.0720 -0.0210 -0.0157
H 2.518833 0.674630 3.002927 0.0116 0.0180 -0.0702
H 3.303237 0.941154 -2.634759 -0.0410 -0.0446 0.0057
H -3.611319 -0.416383 3.746508 -0.0204 -0.0404 0.0082
H -0.088333 -0.485529 -3.732777 0.0127 -0.0337 -0.0555
H 6.384026 2.477320 0.219219 -0.0021 -0.0186 -0.0238
H -0.788389 -2.689436 6.040381 -0.0196 -0.0206 -0.0026